Record 1
{
  "formula": "C28H44As2BDyN7O2",
  "method": "ωB97M-V/def2-TZVPD",
  "symbols": ["Dy", "C", "C", "C", "C", "C", "N", "N", "B", "N", "N", "C", "C", "C", "C", "C", "N", "N", "C", "C", "C", "C", "C", "H", "H", "H", "H", "H", "H", "H", "H", "H", "H", "H", "H", "H", "H", "H", "H", "H", "H", "H", "H", "H", "H", "C", "As", "C", "C", "C", "C", "C", "C", "C", "As", "C", "C", "H", "H", "H", "H", "H", "H", "H", "H", "H", "H", "H", "H", "H", "H", "H", "H", "N", "C", "C", "C", "O", "O", "H", "H", "H", "H", "H", "H"],
  "positions_angstrom": [[-0.7194, 1.4755, -0.7153], [2.4692, 2.8488, -3.1888], [2.2282, 2.6484, -1.7342], [3.2006, 2.0487, -0.8194], [2.5905, 2.0714, 0.4458], [3.2439, 1.7665, 1.7856], [1.3432, 2.6121, 0.3209], [1.0967, 2.9136, -1.0824], [0.4142, 3.1996, 1.4837], [-0.1544, 1.9769, 2.2375], [-0.9945, 1.0901, 1.4996], [-1.6888, 0.3681, 2.4104], [-2.8533, -0.5177, 2.0738], [-1.1974, 0.7029, 3.7228], [-0.1906, 1.6774, 3.5371], [0.8300, 2.2002, 4.5106], [-0.8132, 4.1036, 0.8424], [-1.5388, 3.6076, -0.3097], [-2.3453, 4.6013, -0.7333], [-3.3164, 4.4741, -1.8940], [-2.2662, 5.6794, 0.1353], [-1.3124, 5.3626, 1.1425], [-0.8318, 6.1491, 2.3058], [3.5494, 2.5709, -3.3643], [2.2707, 3.8703, -3.5008], [1.8263, 2.1550, -3.7468], [4.2410, 1.9195, -1.0469], [4.3110, 2.0038, 1.7351], [3.1852, 0.7345, 2.1389], [2.7753, 2.4081, 2.5605], [1.1864, 3.8586, 2.1076], [-2.5811, -1.3397, 1.4412], [-3.5812, 0.0700, 1.5283], [-3.3455, -0.8877, 3.0041], [-1.6698, 0.3316, 4.6367], [0.3352, 2.2071, 5.5369], [1.1862, 3.1892, 4.2278], [1.6848, 1.5673, 4.5458], [-4.1828, 3.9190, -1.6062], [-2.8148, 3.8822, -2.7018], [-3.5098, 5.4873, -2.2735], [-2.6904, 6.6363, -0.0976], [-1.6471, 6.6101, 2.8265], [-0.1053, 6.8918, 1.9092], [-0.2642, 5.5298, 3.0464], [-1.6539, -4.5637, 1.5283], [-1.4061, -3.8256, -0.3188], [-2.7928, -5.0800, -0.9725], [0.1920, -4.8232, -0.9571], [0.1140, -6.0704, -1.6086], [1.2641, -6.8902, -1.7364], [2.5148, -6.4068, -1.3460], [2.6355, -5.1120, -0.8387], [1.4715, -4.3142, -0.6173], [1.5618, -2.5396, 0.3401], [2.8803, -2.9052, 1.9083], [2.9352, -1.6788, -0.7838], [-1.2163, -5.5830, 1.6174], [-2.7028, -4.5949, 1.8554], [-1.1512, -3.9077, 2.2952], [-2.5991, -6.1054, -0.5582], [-2.8715, -5.1355, -2.0725], [-3.7454, -4.7766, -0.5533], [-0.8399, -6.4498, -1.9238], [1.1644, -7.9206, -2.0407], [3.4678, -6.9232, -1.5382], [3.6081, -4.7285, -0.5399], [3.8119, -3.2980, 1.4741], [2.4082, -3.5255, 2.6889], [3.0530, -1.8887, 2.3027], [3.7589, -2.4077, -0.8245], [3.1763, -0.7631, -0.3012], [2.4483, -1.4936, -1.7555], [-2.7017, 0.5210, -1.8706], [-2.2644, 0.3132, -3.2985], [-1.2420, -0.8682, -3.5742], [0.1387, -0.7405, -2.8923], [1.1625, -1.1953, -3.4030], [0.1458, -0.2417, -1.6509], [-3.0119, -0.3967, -1.4546], [-3.4987, 1.1409, -1.9235], [-1.7814, 1.2271, -3.6652], [-3.1090, 0.0949, -3.9626], [-1.0248, -0.9683, -4.6590], [-1.6539, -1.8501, -3.2530]],
  "mulliken_spin": [4.96, 0.00, 0.00, -0.01, 0.01, 0.00, 0.01, 0.00, 0.00, 0.00, 0.00, -0.01, 0.00, 0.00, 0.00, 0.00, -0.01, 0.02, -0.01, 0.00, 0.00, 0.00, 0.00, 0.00, 0.00, 0.00, 0.00, 0.00, 0.00, 0.00, 0.00, 0.00, 0.00, 0.00, 0.00, 0.00, 0.00, 0.00, 0.00, 0.00, 0.00, 0.00, 0.00, 0.00, 0.00, 0.00, 0.00, 0.00, 0.00, 0.00, 0.00, 0.00, 0.00, 0.00, 0.00, 0.00, 0.00, 0.00, 0.00, 0.00, 0.00, 0.00, 0.00, 0.00, 0.00, 0.00, 0.00, 0.00, 0.00, 0.00, 0.00, 0.00, 0.00, 0.00, 0.00, 0.00, 0.00, 0.00, 0.03, 0.00, 0.00, 0.00, 0.00, 0.00, 0.00],
  "homo_ev": [-9.848, -9.848],
  "e_tot_ev": -190710.772,
  "spin_multiplicity": 6,
  "largest_force_ev_per_a": 2.86,
  "charge": 1
}

Record 2
{
  "formula": "C28H44BrN3NiP2",
  "method": "ωB97M-V/def2-TZVPD",
  "symbols": ["N", "C", "C", "C", "C", "C", "C", "Ni", "P", "C", "C", "C", "C", "C", "C", "C", "Br", "H", "H", "H", "H", "H", "H", "H", "H", "H", "H", "P", "C", "C", "H", "H", "H", "H", "H", "C", "C", "H", "H", "H", "H", "H", "C", "C", "H", "H", "H", "H", "H", "C", "C", "H", "H", "H", "H", "H", "C", "C", "H", "H", "H", "H", "H", "C", "C", "H", "H", "H", "H", "H", "N", "C", "C", "N", "C", "H", "H", "H", "H"],
  "positions_angstrom": [[-6.4033, 5.1095, -4.4826], [-6.1801, 5.5197, -3.2227], [-5.4358, 4.7738, -2.2906], [-4.7753, 3.5748, -2.7237], [-5.0371, 3.1635, -4.0575], [-5.8661, 3.9549, -4.8837], [-3.8052, 2.8229, -1.8806], [-0.8768, -0.1290, 0.7453], [4.2849, -0.4306, 0.7217], [-2.9672, 1.8236, -2.3353], [-1.6467, 1.5033, -1.8240], [-0.5376, 1.4037, -2.6769], [0.7630, 1.7624, -2.2433], [0.9696, 2.2668, -0.9741], [-0.0759, 2.0523, -0.0106], [-1.3478, 1.5062, -0.3923], [2.3566, 3.4710, -0.5289], [-3.6890, 3.1602, -0.8436], [-3.2273, 1.3650, -3.3132], [-5.3769, 5.1415, -1.2541], [-4.6078, 2.2513, -4.4691], [-6.6321, 6.4859, -2.9518], [-6.0742, 3.6169, -5.8999], [-0.7193, 1.1256, -3.7274], [-2.2246, 1.5670, 0.2773], [1.5694, 1.6979, -2.9646], [0.0811, 2.3807, 0.9916], [-0.3602, -2.1747, 0.5186], [4.8591, 1.2489, 0.9775], [6.2728, 1.6193, 0.4200], [4.8736, 1.4502, 2.0685], [4.0936, 1.9279, 0.5372], [6.4743, 2.6990, 0.5654], [7.0689, 1.0630, 0.9407], [6.3612, 1.4200, -0.6581], [3.9421, -1.0227, -0.9595], [5.0435, -2.0148, -1.3689], [3.9072, -0.1519, -1.6423], [2.9453, -1.5024, -1.0031], [4.9777, -2.2792, -2.4302], [6.0344, -1.5907, -1.1917], [4.9916, -2.9493, -0.8000], [3.4903, -1.3751, 2.0127], [4.5423, -1.8188, 3.0558], [2.9595, -2.2552, 1.6105], [2.7241, -0.7296, 2.4746], [4.1595, -2.5910, 3.7318], [5.4372, -2.2156, 2.5640], [4.8609, -0.9707, 3.6708], [-0.1996, -3.5697, 1.6752], [-1.3592, -4.5538, 1.7721], [0.0251, -3.1376, 2.6552], [0.7150, -4.1126, 1.4026], [-2.2402, -4.1235, 2.2552], [-1.6571, -4.9300, 0.7893], [-1.0653, -5.4228, 2.3727], [0.5785, -2.7727, -0.9535], [0.0156, -2.4394, -2.3271], [0.7478, -3.8563, -0.8525], [1.5635, -2.3072, -0.8244], [-0.9738, -2.8866, -2.4789], [-0.0577, -1.3577, -2.4846], [0.6789, -2.8471, -3.1004], [-2.1592, -2.0652, 0.0253], [-3.1068, -1.7862, 1.1936], [-2.4147, -2.9789, -0.5247], [-2.2217, -1.2251, -0.6989], [-3.9434, -1.1739, 0.8290], [-3.5190, -2.6995, 1.6337], [-2.6221, -1.2042, 1.9972], [-1.0883, 1.0755, 4.7676], [-1.3524, -0.2773, 4.9304], [-0.9923, -0.8744, 3.7616], [-0.6137, 0.1132, 2.8212], [-0.5899, 1.2760, 3.5169], [-1.3045, 1.8052, 5.4461], [-1.8259, -0.7154, 5.8010], [-0.9670, -1.9197, 3.5239], [-0.2284, 2.2400, 3.1953]],
  "mulliken_spin": [0.00, 0.00, 0.00, 0.00, 0.00, 0.00, 0.00, 0.95, 0.64, 0.00, 0.00, 0.00, 0.00, 0.00, -0.06, 0.03, 0.00, 0.00, 0.00, 0.00, 0.00, 0.00, 0.00, 0.00, 0.02, 0.00, 0.00, 0.03, 0.05, 0.02, -0.01, 0.03, 0.00, -0.01, 0.00, 0.10, 0.04, 0.00, -0.04, 0.00, 0.00, 0.00, 0.09, 0.04, -0.01, 0.00, 0.00, -0.01, 0.00, 0.00, 0.00, 0.00, 0.00, 0.00, 0.00, 0.00, 0.05, 0.00, 0.00, -0.02, 0.00, 0.00, 0.00, -0.03, 0.00, 0.00, 0.01, 0.00, 0.00, 0.00, 0.00, 0.00, 0.00, 0.02, 0.00, 0.00, 0.00, 0.00, 0.00],
  "homo_ev": [-12.698, -12.651],
  "e_tot_ev": -163866.076,
  "spin_multiplicity": 3,
  "largest_force_ev_per_a": 2.66,
  "charge": 2
}